Record 1
56
Properties=species:S:1:pos:R:3:nbo_charge:R:1 method="wB97M-V/def2-TZVPD" largest_force_ha_per_bohr=0.032 total_energy_ev=-38313.0993 charge=0 homo_energy_ev=-7.978 relative_energy_kcal_mol=0.00 smiles="CCCCCCn1c(C)nc2c(c1=O)c1nc3ccccc3nc1n2/N=C/c1ccco1"
C 5.510 1.568 0.521 -0.62
C 6.247 0.233 0.501 -0.40
C 6.190 -0.472 -0.862 -0.40
C 5.203 -1.638 -0.965 -0.39
C 3.721 -1.251 -0.940 -0.41
H 3.587 -0.269 -1.395 0.22
C 3.121 -1.226 0.470 -0.23
N 1.679 -1.042 0.410 -0.41
C 0.819 -2.086 0.382 0.51
N -0.475 -1.965 0.295 -0.51
C -0.949 -0.714 0.228 0.44
C -0.165 0.437 0.240 -0.26
C 1.258 0.322 0.318 0.65
O 2.089 1.202 0.314 -0.60
C -1.063 1.545 0.149 0.16
N -0.865 2.836 0.122 -0.36
C -1.976 3.598 0.032 0.17
C -1.838 5.000 0.000 -0.21
C -2.944 5.798 -0.090 -0.21
C -4.230 5.236 -0.152 -0.21
C -4.402 3.879 -0.123 -0.19
C -3.285 3.029 -0.030 0.10
N -3.481 1.688 -0.002 -0.42
C -2.391 0.975 0.085 0.32
N -2.287 -0.402 0.134 -0.22
N -3.221 -1.366 0.100 -0.22
C -4.464 -1.080 0.009 0.04
C -5.426 -2.138 -0.027 0.20
C -5.283 -3.508 0.018 -0.26
C -6.584 -4.041 -0.056 -0.31
C -7.425 -2.968 -0.141 0.11
O -6.739 -1.820 -0.125 -0.38
H -8.492 -2.902 -0.216 0.20
H -6.862 -5.075 -0.048 0.23
H -4.355 -4.034 0.095 0.24
H -4.852 -0.064 -0.045 0.23
H -5.382 3.429 -0.169 0.22
H -5.089 5.888 -0.223 0.21
H -2.837 6.872 -0.115 0.22
H -0.840 5.406 0.049 0.23
C 1.333 -3.487 0.468 -0.67
H 1.784 -3.671 1.442 0.23
H 0.488 -4.156 0.342 0.25
H 2.073 -3.689 -0.303 0.23
H 3.351 -2.146 1.006 0.20
H 3.520 -0.377 1.026 0.25
H 3.155 -1.970 -1.539 0.20
H 5.407 -2.356 -0.167 0.19
H 5.401 -2.145 -1.912 0.21
H 7.179 -0.874 -1.094 0.20
H 5.952 0.261 -1.635 0.20
H 7.293 0.421 0.758 0.20
H 5.847 -0.428 1.273 0.19
H 5.962 2.254 -0.193 0.20
H 4.459 1.463 0.268 0.23
H 5.576 2.019 1.509 0.21

Record 2
100
Properties=species:S:1:pos:R:3:lowdin_spin:R:1 method="wB97M-V/def2-TZVPD" spin_multiplicity=3 largest_force_ha_per_bohr=0.054 total_energy_ev=-160451.3273 charge=-1 homo_energy_ev="-4.000 / -4.077" s_squared=2.010 relative_energy_kcal_mol=22.23
Ni -0.119 -0.578 -0.235 1.62
C 0.013 -2.203 3.680 0.00
C -0.984 -0.993 3.686 0.01
C -0.272 0.318 3.950 0.00
P -1.628 -0.976 1.935 0.04
C -3.079 -2.155 2.092 0.01
C -2.715 -3.525 2.668 0.00
C -3.705 -2.376 0.734 0.00
C -2.444 0.616 1.868 0.00
C -3.297 1.038 2.912 0.00
C -3.941 2.217 2.915 0.00
C -4.743 2.722 4.082 0.00
C -3.779 3.078 1.797 0.00
C -3.029 2.698 0.714 0.00
C -2.340 1.423 0.724 0.00
N -1.640 0.955 -0.350 0.03
C -1.921 1.407 -1.627 0.00
C -3.264 1.652 -2.054 0.00
C -3.459 2.137 -3.312 0.00
C -2.456 2.241 -4.262 0.00
C -2.615 2.664 -5.711 0.00
C -1.149 1.955 -3.865 0.00
C -0.911 1.499 -2.549 0.00
P 0.759 1.164 -1.821 0.05
C 1.842 0.836 -3.305 0.01
C 2.970 -0.093 -2.776 0.00
C 2.420 2.065 -4.021 0.00
C 1.297 2.882 -1.319 0.02
C 0.247 3.437 -0.346 0.00
C 2.652 2.772 -0.523 0.00
H 0.151 -2.546 4.697 0.00
H 0.915 -1.836 3.230 0.00
H -0.309 -3.108 3.153 0.00
H -1.787 -1.163 4.441 0.00
H 0.668 0.356 3.417 0.00
H -0.105 0.385 5.033 0.00
H -0.877 1.152 3.658 0.00
H -3.788 -1.683 2.783 0.00
H -2.035 -4.128 2.028 0.00
H -3.558 -4.174 2.751 0.00
H -2.204 -3.429 3.635 0.00
H -2.993 -2.635 -0.053 0.00
H -4.237 -1.511 0.300 0.00
H -4.457 -3.168 0.846 0.00
H -3.446 0.375 3.764 0.00
H -5.610 3.301 3.767 0.00
H -4.213 3.301 4.808 0.00
H -5.078 1.810 4.559 0.00
H -4.314 4.017 1.816 0.00
H -2.945 3.312 -0.203 0.00
H -4.082 1.517 -1.340 0.00
H -4.445 2.370 -3.662 0.00
H -3.622 2.855 -6.095 0.00
H -2.252 1.841 -6.350 0.00
H -2.105 3.641 -5.903 0.00
H -0.290 1.945 -4.547 0.00
H 1.235 0.209 -3.887 0.00
H 3.785 0.466 -2.269 0.00
H 3.522 -0.680 -3.534 0.00
H 2.593 -0.784 -2.055 0.00
H 3.002 2.733 -3.417 0.00
H 1.576 2.610 -4.444 0.00
H 3.053 1.775 -4.873 0.00
H 1.346 3.491 -2.243 0.00
H 0.025 2.674 0.412 0.00
H -0.688 3.660 -0.839 0.00
H 0.673 4.329 0.152 0.00
H 2.598 2.055 0.259 0.00
H 2.851 3.744 -0.058 0.00
H 3.417 2.501 -1.237 0.00
N 8.856 1.560 3.370 0.00
C 7.809 1.163 3.116 0.00
C 6.524 0.691 2.743 0.00
C 6.404 -0.417 1.910 0.00
C 5.182 -0.870 1.438 0.00
C 4.026 -0.135 1.731 0.00
C 4.151 0.946 2.560 0.00
C 5.335 1.380 3.124 0.00
C 2.750 -0.415 1.141 0.02
C 1.661 -0.714 0.674 0.05
H 7.315 -0.971 1.643 0.00
H 5.076 -1.730 0.780 0.00
H 3.238 1.491 2.730 0.00
H 5.359 2.275 3.694 0.00
C 2.223 -3.838 -2.579 0.00
Ge 0.335 -3.805 -1.767 0.01
C -0.738 -4.944 -2.971 0.01
C 0.408 -4.575 0.058 0.00
C -0.549 -2.133 -1.520 0.07
H 2.484 -4.819 -2.902 0.00
H 3.005 -3.423 -1.920 0.00
H 2.171 -3.214 -3.464 0.00
H -0.469 -6.027 -2.709 0.00
H -0.427 -4.603 -3.940 0.00
H -1.817 -4.787 -2.741 0.00
H 1.315 -5.114 0.164 0.00
H -0.363 -5.365 0.159 0.00
H 0.258 -3.826 0.826 0.00
H -0.789 -1.735 -2.448 0.01
H -1.414 -2.506 -1.084 0.01

Record 3
17
Properties=species:S:1:pos:R:3:nbo_charge:R:1 method="wB97M-V/def2-TZVPD" largest_force_ha_per_bohr=0.090 total_energy_ev=-22750.6343 charge=0 homo_energy_ev=-7.644 relative_energy_kcal_mol=121.49
C 0.621 -0.462 0.110 -0.24
C -0.325 -1.383 -0.354 -0.10
C 0.263 -0.028 2.523 0.46
C -2.467 1.307 -0.389 1.03
C -0.238 -1.465 -1.855 -0.67
C 1.555 1.379 1.523 -0.40
N 0.663 0.215 1.308 -0.47
O -1.520 1.837 -0.033 -0.54
O -3.462 0.961 -0.801 -0.49
S -1.250 -2.377 0.661 -0.18
H 1.379 -0.160 -0.642 0.20
H 0.240 -0.693 -2.390 0.21
H 0.124 -2.458 -2.080 0.24
H -1.208 -1.551 -2.218 0.24
H 2.683 1.196 1.285 0.23
H 1.390 2.104 0.822 0.23
H 1.550 1.580 2.528 0.24

Record 4
97
Properties=species:S:1:pos:R:3:lowdin_charge:R:1 method="wB97M-V/def2-TZVPD" largest_force_ha_per_bohr=0.008 total_energy_ev=-170674.5755 charge=-1 homo_energy_ev="-5.282 / -5.282" relative_energy_kcal_mol=18.37
Ir 0.456 0.348 -0.206 1.28
C 3.472 -1.103 2.947 -0.04
O 2.629 -0.393 3.869 -0.09
C 2.369 0.901 3.517 -0.23
C 2.811 1.900 4.349 0.00
C 2.603 3.247 4.044 -0.10
C 1.967 3.568 2.873 -0.06
C 1.469 2.572 2.011 -0.14
C 0.868 3.046 0.790 -0.08
N 0.373 2.315 -0.140 -0.20
N -0.137 2.943 -1.270 0.11
C -0.257 2.081 -2.242 -0.47
O -0.047 0.806 -2.148 -0.21
C -0.696 2.597 -3.563 -0.13
C -0.611 3.956 -3.859 -0.03
C -1.030 4.424 -5.094 -0.09
C -1.536 3.542 -6.041 -0.10
C -1.612 2.188 -5.751 -0.08
C -1.187 1.716 -4.518 -0.01
C 1.613 1.201 2.349 -0.25
O 1.054 0.189 1.722 -0.25
H 3.879 -1.946 3.503 0.09
H 4.289 -0.465 2.608 0.08
H 2.918 -1.461 2.089 0.08
H 3.361 1.602 5.233 0.12
H 2.979 4.020 4.700 0.09
H 1.843 4.605 2.584 0.11
H 0.830 4.118 0.615 0.14
H -0.209 4.627 -3.114 0.11
H -0.955 5.479 -5.322 0.10
H -1.861 3.910 -7.007 0.09
H -1.999 1.493 -6.487 0.10
H -1.228 0.661 -4.285 0.10
O 0.886 -5.826 0.040 0.06
C 0.779 -4.984 1.106 -0.26
C 0.669 -5.526 2.385 -0.04
C 0.510 -4.719 3.497 -0.10
C 0.438 -3.346 3.337 -0.08
C 0.546 -2.812 2.062 -0.04
C 0.741 -3.591 0.927 -0.06
C 0.943 -2.950 -0.439 -0.57
O 1.368 -3.644 -1.347 0.07
O 0.674 -1.689 -0.612 -0.24
H 0.896 -6.726 0.382 0.10
H 0.709 -6.606 2.497 0.10
H 0.439 -5.167 4.481 0.10
H 0.318 -2.688 4.188 0.11
H 0.515 -1.744 1.943 0.07
C -3.164 -4.212 2.085 -0.08
C -3.227 -3.028 2.803 -0.08
C -2.842 -1.834 2.210 -0.10
C -2.401 -1.817 0.893 -0.32
C -2.316 -3.010 0.182 -0.09
C -2.703 -4.200 0.776 -0.07
As -1.872 -0.137 0.073 1.34
C -2.702 -0.334 -1.671 -0.33
C -3.869 0.316 -2.044 -0.09
C -4.452 0.042 -3.277 -0.08
C -3.877 -0.889 -4.126 -0.09
C -2.693 -1.521 -3.763 -0.08
C -2.092 -1.229 -2.549 -0.13
C -2.969 1.103 1.077 -0.35
C -4.339 0.891 1.233 -0.13
C -5.104 1.779 1.971 -0.08
C -4.505 2.880 2.571 -0.09
C -3.141 3.082 2.440 -0.07
C -2.373 2.194 1.696 -0.08
H -3.457 -5.145 2.550 0.10
H -3.560 -3.030 3.833 0.10
H -2.871 -0.920 2.791 0.10
H -1.924 -3.028 -0.827 0.10
H -2.618 -5.124 0.217 0.11
H -4.319 1.057 -1.399 0.09
H -5.354 0.563 -3.570 0.10
H -4.337 -1.109 -5.081 0.10
H -2.219 -2.223 -4.436 0.11
H -1.134 -1.672 -2.295 0.10
H -4.808 0.020 0.791 0.11
H -6.166 1.607 2.084 0.10
H -5.102 3.572 3.152 0.10
H -2.663 3.926 2.920 0.11
H -1.305 2.341 1.617 0.07
F 4.334 -0.300 -3.648 0.13
C 3.470 -0.502 -2.646 -0.68
F 2.294 -0.832 -3.158 0.15
F 3.922 -1.481 -1.880 0.16
S 3.315 1.057 -1.667 0.64
O 2.578 0.634 -0.458 -0.39
O 2.682 1.990 -2.542 -0.24
N 4.761 1.460 -1.316 -0.28
S 5.510 1.149 0.049 0.59
O 5.119 2.017 1.119 -0.27
O 5.698 -0.247 0.316 -0.27
C 7.166 1.756 -0.487 -0.69
F 7.616 1.085 -1.546 0.13
F 7.140 3.055 -0.786 0.13
F 8.027 1.576 0.522 0.12

Record 5
18
Properties=species:S:1:pos:R:3:nbo_charge:R:1 method="wB97M-V/def2-TZVPD" largest_force_ha_per_bohr=0.095 total_energy_ev=-36296.0199 charge=0 homo_energy_ev=-9.440 relative_energy_kcal_mol=19.61
C -1.657 0.681 0.259 -0.15
C -0.557 1.172 0.695 -0.19
C -0.604 -1.314 -0.680 0.31
C 0.791 -0.808 -0.043 -0.34
C 1.827 1.501 0.220 0.60
C -1.795 -0.861 0.057 -0.52
C 0.749 0.491 0.776 -0.42
N -0.508 -1.843 -1.815 -0.60
O 2.264 2.438 0.816 -0.50
O 3.114 -0.547 0.446 -0.92
S 2.267 -1.456 -0.270 1.26
Cl 1.826 1.480 -1.548 -0.06
H -2.623 1.186 0.102 0.23
H -0.431 2.226 0.763 0.23
H -1.541 -1.378 1.094 0.24
H -2.649 -1.258 -0.479 0.24
H 0.969 0.259 1.834 0.27
H -1.442 -1.969 -2.228 0.33

Record 6
78
Properties=species:S:1:pos:R:3:lowdin_charge:R:1 method="wB97M-V/def2-TZVPD" largest_force_ha_per_bohr=0.032 total_energy_ev=-287393.2010 charge=0 homo_energy_ev=-6.611 relative_energy_kcal_mol=0.00
Sc 0.745 -0.960 2.239 0.03
Se -0.507 -0.689 4.574 -0.03
Se 1.508 -1.874 4.911 -0.12
Te 3.289 -0.099 4.776 0.34
Se 3.412 -0.324 2.326 -0.12
C 0.849 3.601 4.484 -0.19
C 1.785 3.333 3.283 -0.44
Sb 0.809 2.133 1.803 1.37
C 1.996 2.571 0.066 -0.43
C 3.218 3.445 0.338 -0.19
C -0.790 3.549 1.356 -0.41
C -0.321 4.988 1.085 -0.17
H 1.348 4.173 5.285 0.07
H 0.524 2.687 4.965 0.04
H -0.044 4.144 4.187 0.05
H 2.697 2.780 3.608 0.01
H 2.157 4.269 2.884 0.04
H 1.348 2.998 -0.697 0.04
H 2.325 1.596 -0.297 0.02
H 2.995 4.451 0.640 0.05
H 3.884 3.531 -0.532 0.07
H 3.800 2.949 1.120 0.06
H -1.474 3.514 2.207 0.04
H -1.320 3.147 0.535 0.00
H 0.180 5.370 1.968 0.05
H -1.069 5.680 0.770 0.05
H 0.379 4.947 0.260 0.05
C 0.396 -3.068 1.487 -0.22
C -0.369 -3.485 0.288 -0.30
C -1.770 -3.613 0.350 -0.06
C -2.478 -4.096 -0.753 -0.10
C -1.858 -4.453 -1.932 -0.13
C -0.504 -4.229 -2.057 -0.12
C 0.223 -3.791 -0.957 -0.06
H 1.476 -3.314 1.393 0.06
H 0.023 -3.522 2.407 0.04
H -2.304 -3.410 1.251 0.07
H -3.557 -4.207 -0.688 0.09
H -2.475 -4.859 -2.712 0.09
H -0.007 -4.364 -3.012 0.10
H 1.285 -3.625 -1.087 0.10
C 2.554 -0.135 -4.200 0.00
N 2.310 -0.892 -2.981 -0.06
N 1.314 -0.471 -2.105 0.08
C 1.692 -0.787 -0.850 -0.44
O 0.974 -0.494 0.122 -0.23
C 2.998 -1.388 -0.913 0.05
C 3.358 -1.348 -2.235 -0.23
C 4.715 -1.666 -2.814 0.01
C -0.011 -0.185 -2.588 -0.16
C -0.575 -1.046 -3.552 -0.01
C -1.826 -0.771 -4.082 -0.06
C -2.548 0.338 -3.621 -0.08
C -1.988 1.169 -2.673 -0.08
C -0.720 0.913 -2.124 -0.01
H 1.617 0.348 -4.475 0.09
H 2.860 -0.780 -5.029 0.10
H 3.331 0.621 -4.025 0.10
H 3.543 -1.713 -0.068 0.06
H 5.426 -1.790 -2.004 0.09
H 5.126 -0.913 -3.459 0.07
H 4.700 -2.576 -3.382 0.08
H 0.006 -1.855 -3.932 0.10
H -2.245 -1.412 -4.813 0.09
H -3.531 0.561 -4.031 0.10
H -2.584 2.001 -2.334 0.10
H -0.291 1.585 -1.399 0.09
S -1.821 -0.071 1.117 0.67
C -3.277 -0.542 1.755 -1.10
N -4.423 -0.288 1.121 -0.08
C -5.588 -1.034 1.558 -0.22
C -5.344 -1.203 3.071 -0.39
S -3.525 -1.436 3.212 0.91
H -4.380 0.156 0.213 0.14
H -5.675 -1.986 1.038 0.12
H -6.470 -0.420 1.326 0.12
H -5.871 -2.076 3.443 0.08
H -5.634 -0.291 3.591 0.08

Record 7
53
Properties=species:S:1:pos:R:3:nbo_charge:R:1 method="wB97M-V/def2-TZVPD" largest_force_ha_per_bohr=0.130 total_energy_ev=-34003.7686 charge=+1 homo_energy_ev=-10.347
C 0.917 -0.088 -2.312 -0.65
C 0.134 1.078 -1.445 -0.42
C -0.327 2.382 -2.362 -0.42
C -1.628 1.923 -3.273 -0.54
C -1.675 2.614 -4.769 -0.64
P -3.310 2.120 -2.374 1.49
O -3.396 3.553 -1.381 -0.91
C -3.763 0.516 -1.402 -0.76
C -3.965 -0.766 -2.629 0.16
C -2.562 -1.749 -2.856 -0.46
O -3.945 -2.223 -2.090 -0.46
H 0.243 -0.541 -3.187 0.20
H 1.227 -1.017 -1.636 0.26
H 1.917 0.314 -2.823 0.23
H -0.808 0.680 -0.869 0.18
H 0.897 1.446 -0.615 0.25
H 0.583 2.591 -3.097 0.25
H -0.586 3.323 -1.697 0.24
H -1.492 0.756 -3.460 0.29
H -0.577 2.682 -5.212 0.27
H -2.260 3.627 -4.819 0.24
H -2.271 1.847 -5.463 0.22
H -4.357 2.267 -3.393 0.03
H -3.705 3.339 -0.444 0.53
H -2.910 0.129 -0.696 0.31
H -4.821 0.565 -0.903 0.29
H -4.651 -0.480 -3.643 0.26
H -2.508 -2.881 -3.065 0.37
H -2.699 -1.511 -4.020 0.19
C 2.545 -2.483 0.840 -0.25
O 1.699 -1.363 1.050 -0.56
C 0.527 -1.640 1.825 -0.06
C 0.671 -1.132 3.273 -0.25
N 1.629 -1.929 4.042 -0.62
C 2.137 -1.291 5.264 -0.25
C 2.714 0.139 5.186 -0.09
O 3.984 0.241 4.541 -0.54
C 3.942 0.119 3.128 -0.24
H 3.219 -2.250 0.014 0.19
H 3.161 -2.684 1.716 0.16
H 1.973 -3.378 0.579 0.18
H 0.250 -2.700 1.786 0.18
H -0.287 -1.079 1.356 0.17
H -0.304 -1.177 3.770 0.19
H 0.970 -0.085 3.212 0.17
H 2.426 -2.149 3.451 0.35
H 2.923 -1.950 5.651 0.21
H 1.328 -1.296 6.002 0.19
H 2.891 0.464 6.218 0.20
H 2.009 0.863 4.769 0.16
H 3.078 0.629 2.690 0.17
H 3.966 -0.937 2.852 0.15
H 4.844 0.573 2.719 0.19

Record 8
11
Properties=species:S:1:pos:R:3:nbo_charge:R:1 method="wB97M-V/def2-TZVPD" largest_force_ha_per_bohr=0.064 total_energy_ev=-15483.2417 charge=0 homo_energy_ev=-9.518 relative_energy_kcal_mol=118.14
C 1.903 0.182 0.077 -0.92
C -1.331 -0.803 0.432 -0.41
F -2.669 -0.849 0.079 -0.38
F -1.004 1.919 -0.172 -0.66
Si -0.446 0.477 -0.671 1.51
H 2.161 1.085 0.620 0.21
H 2.094 -0.655 0.731 0.21
H 2.368 0.109 -0.917 0.21
H -1.054 -1.909 0.586 0.21
H -1.401 -0.364 1.384 0.20
H -0.621 0.809 -2.149 -0.18

Record 9
42
Properties=species:S:1:pos:R:3:nbo_charge:R:1 method="wB97M-V/def2-TZVPD" largest_force_ha_per_bohr=0.151 total_energy_ev=-49425.9125 charge=0 homo_energy_ev=-11.063 relative_energy_kcal_mol=111.34 smiles="CCOC(=O)C(F)(F)F.CCOC(=O)C(F)(F)F.CCOC(=O)C(F)(F)F"
C -0.307 -4.048 -1.127 -0.61
C -1.549 -4.817 -1.696 -0.07
O -2.204 -3.918 -2.521 -0.51
C -3.493 -4.225 -3.019 0.68
O -3.977 -5.302 -2.847 -0.49
C -4.022 -3.178 -3.883 0.89
F -4.818 -3.741 -4.778 -0.30
F -4.583 -2.246 -3.223 -0.28
F -3.137 -2.557 -4.698 -0.32
H 0.207 -4.578 -0.424 0.21
H -0.456 -3.057 -0.881 0.22
H 0.266 -3.932 -2.085 0.20
H -2.300 -5.276 -0.914 0.18
H -1.077 -5.730 -2.130 0.18
C 2.671 4.593 2.243 -0.61
C 3.182 3.426 1.497 -0.06
O 2.205 3.206 0.564 -0.50
C 2.308 2.501 -0.569 0.70
O 3.336 1.902 -0.851 -0.54
C 0.977 2.702 -1.434 0.91
F 1.153 2.232 -2.679 -0.29
F -0.018 2.079 -0.764 -0.31
F 0.628 4.033 -1.577 -0.32
H 2.259 5.355 1.843 0.21
H 3.566 4.879 2.780 0.21
H 1.875 4.268 2.803 0.21
H 3.127 2.561 2.152 0.19
H 4.203 3.446 1.044 0.20
C -0.877 2.695 2.214 -0.64
C -1.145 1.258 2.131 -0.09
O 0.184 0.695 1.977 -0.48
C 0.332 -0.590 1.915 0.70
O -0.518 -1.372 2.058 -0.55
C 1.718 -1.165 1.566 0.92
F 1.606 -1.523 0.175 -0.36
F 2.617 -0.159 1.533 -0.33
F 2.207 -2.048 2.249 -0.25
H -0.089 3.188 3.128 0.21
H -1.824 3.170 2.518 0.22
H -0.623 3.301 1.285 0.23
H -1.715 0.981 1.292 0.21
H -1.899 0.998 3.138 0.20